(1)
Below is a molecular structure, C8H17F5N2OPt, with properties calculated with ωB97M-V/def2-TZVPD.

```
34
Properties=species:S:1:pos:R:3:forces:R:3
Pt 0.547 -0.010 0.568 0.1 -0.5 0.4
F 3.194 -0.786 -1.024 0.1 0.0 0.0
F 1.667 -1.602 -2.326 0.0 0.0 0.0
F 1.965 -2.387 1.067 0.1 0.0 0.1
F 0.332 -2.701 -0.370 0.1 -0.1 0.0
F 3.015 -2.923 -1.273 0.0 0.0 0.0
O -0.350 1.528 1.547 -0.1 0.4 -0.2
N 0.233 0.813 -1.609 0.2 0.1 0.1
N -1.626 -0.555 0.166 0.1 -0.1 0.3
C -1.063 0.290 -2.047 0.0 0.0 0.0
C 1.183 1.389 3.394 -0.1 0.0 0.0
C 2.316 -1.793 -1.157 0.0 -0.1 0.2
C -0.399 3.303 3.120 -0.1 0.0 0.0
C 1.533 3.039 1.554 0.0 0.0 0.0
C 1.318 -1.792 0.016 -0.4 0.4 -0.6
C -2.058 0.343 -0.900 0.0 0.0 0.0
C 0.480 2.303 2.384 0.0 -0.1 -0.1
H 0.976 0.538 -2.237 0.0 0.0 0.0
H 2.201 3.632 2.183 0.0 0.0 0.0
H 0.438 0.839 3.973 0.0 0.0 0.0
H 0.226 1.823 -1.531 0.0 0.0 0.0
H 0.184 3.910 3.819 0.0 0.0 0.0
H -1.468 0.841 -2.898 0.0 0.0 0.0
H -2.080 1.351 -0.481 0.0 0.0 0.0
H -2.069 -0.347 1.052 0.0 0.0 0.0
H -1.722 -1.537 -0.063 -0.1 0.0 0.0
H 2.140 2.319 0.997 0.0 0.0 0.0
H 1.825 1.949 4.079 0.0 0.0 0.0
H 1.044 3.702 0.836 0.0 0.0 0.0
H -3.055 0.103 -1.276 0.0 -0.1 0.0
H -1.169 2.768 3.679 0.0 0.0 0.0
H 1.808 0.660 2.860 0.0 0.0 0.0
H -0.893 3.964 2.405 0.0 0.0 0.0
H -0.914 -0.747 -2.354 0.0 0.0 0.0
```
Positions in Å, forces in eV/Å.

Output
- strongest force on any atom (eV/Å) = 0.8
- total charge = 0
- gap between HOMO and LUMO (alpha / beta) (eV) = 7.4433 / 7.5097
- E_HOMO (alpha / beta) (eV) = -7.977 / -8.019
- ΔE to the lowest compared entry with this formula, charge and spin (kcal/mol) = 16.2

Results of the Löwdin charge analysis, in e, for atoms 1 through 5: 1.1305, 0.1249, 0.1154, 0.0242, -0.0143



(2)
Below is 2 unconnected molecules or ions with the total composition C8H17IN2S in a non-equilibrium geometry, with properties calculated with ωB97M-V/def2-TZVPD.

```
29
Properties=species:S:1:pos:R:3:forces:R:3
I -3.008 -1.544 0.047 0.7 0.4 1.0
S 0.592 1.735 1.371 0.3 -0.7 1.0
N 0.394 0.803 -0.419 0.0 -0.4 2.0
N 0.455 0.535 2.405 -2.6 1.9 -0.6
C -2.043 -1.118 2.046 -0.9 0.3 0.0
C -0.733 2.814 -1.356 -1.1 -0.2 0.6
C 0.718 2.931 -1.634 0.5 0.0 -2.3
C 0.687 -0.414 -0.283 -0.2 -0.5 -0.3
C 2.447 -0.989 -1.806 0.8 -1.0 2.0
C -2.141 -2.309 2.966 -1.1 -2.1 1.5
C 0.068 1.563 -1.531 1.0 0.7 -0.2
C 1.006 -1.273 -1.415 -0.6 -2.6 -2.0
H 3.159 -1.312 -0.961 -0.9 0.3 -1.3
H 0.885 -2.436 -1.407 -0.1 2.1 1.0
H -2.508 -2.079 4.019 -0.1 0.1 -1.5
H 0.035 1.092 -2.491 -0.4 -0.6 -0.2
H -1.086 3.104 -0.348 0.3 -0.5 -0.7
H 1.421 3.194 -0.881 0.0 0.3 0.7
H -1.025 -0.941 1.891 1.1 0.6 -0.9
H 0.369 -0.980 -2.258 0.1 0.0 0.0
H -2.867 -3.020 2.461 0.8 0.5 1.2
H 0.858 -0.770 0.726 0.0 0.1 0.3
H 2.518 0.070 -1.834 0.6 1.0 -0.7
H 2.680 -1.523 -2.713 0.4 0.2 -0.3
H -2.477 -0.149 2.374 0.0 -1.0 -0.2
H 1.109 3.175 -2.657 -0.7 -0.1 1.0
H 1.213 -0.046 2.550 2.7 -0.8 0.3
H -1.513 2.811 -2.110 0.3 0.9 -0.2
H -1.210 -2.923 3.246 -0.9 1.2 -1.2
```
Positions in Å, forces in eV/Å.

Output
- strongest force on any atom (eV/Å) = 3.3
- total charge = 0
- gap between HOMO and LUMO (eV) = 7.7603
- E_HOMO (eV) = -7.305
- ΔE to the lowest compared entry with this formula, charge and spin (kcal/mol) = 55.5

Results of the Löwdin charge analysis, in e, for atoms 1 through 5: 0.6043, 0.7717, -0.1656, -0.5094, -0.6111



(3)
Below is a molecular structure, C8H17N in a non-equilibrium geometry, with properties calculated with ωB97M-V/def2-TZVPD.

```
26
Properties=species:S:1:pos:R:3:forces:R:3
N 2.687 0.012 0.609 -2.1 1.4 0.6
C -1.452 1.867 0.452 0.5 -0.1 0.1
C -2.216 -0.418 1.060 -0.2 0.1 -0.1
C 0.333 -0.502 0.158 -6.6 2.3 -0.3
C -1.384 0.395 0.082 1.1 -2.4 -0.3
C 1.015 0.525 0.428 8.3 -1.6 0.0
C -1.835 0.197 -1.355 -0.2 0.0 0.1
C 0.377 -1.959 -0.027 0.4 0.0 0.0
C 3.586 0.181 -0.507 -0.2 -0.1 -0.4
H -2.863 0.550 -1.491 0.0 0.0 0.0
H -2.229 -1.478 0.805 0.0 -0.1 0.0
H 0.415 -2.473 0.935 0.0 0.0 0.0
H -3.258 -0.076 1.058 0.0 0.0 0.0
H -2.489 2.217 0.412 0.0 -0.2 -0.1
H 4.630 0.047 -0.194 -0.1 0.2 0.1
H -1.200 0.753 -2.046 0.0 0.0 0.0
H -1.097 2.045 1.468 0.1 0.1 0.0
H 2.772 -0.922 1.001 -0.5 0.2 -0.1
H -0.499 -2.311 -0.569 0.0 0.0 0.0
H 1.079 1.591 0.388 -0.7 0.1 0.2
H 1.268 -2.231 -0.600 0.0 0.0 0.1
H -0.887 2.487 -0.244 0.1 0.1 0.0
H 3.440 -0.526 -1.345 -0.1 0.1 0.0
H -1.828 -0.854 -1.646 0.1 -0.1 0.0
H 3.472 1.192 -0.908 0.1 0.0 0.0
H -1.837 -0.311 2.076 0.0 0.0 0.0
```
Positions in Å, forces in eV/Å.

Output
- strongest force on any atom (eV/Å) = 8.5
- total charge = 0
- gap between HOMO and LUMO (eV) = 8.4387
- E_HOMO (eV) = -7.654
- ΔE to the lowest compared entry with this formula, charge and spin (kcal/mol) = 76.8

Results of the Löwdin charge analysis, in e, for atoms 1 through 5: -0.1228, -0.0959, -0.0868, -0.1758, -0.4791



(4)
Below is a gas-phase ion, C8H17N2 (charge +1) in a non-equilibrium geometry, with properties calculated with ωB97M-V/def2-TZVPD.

```
27
Properties=species:S:1:pos:R:3:forces:R:3
N 0.187 1.605 -0.162 0.8 4.1 -1.5
N 1.043 -1.331 0.203 4.4 2.4 -2.7
C 2.530 0.560 -0.403 -1.8 0.6 -0.5
C -2.055 1.044 -0.421 0.7 -1.8 2.0
C -1.045 -1.605 -1.119 -1.0 -1.1 -2.8
C -0.702 0.575 0.185 -1.8 -1.6 0.3
C 1.281 1.239 -0.989 -1.8 0.3 0.2
C -0.050 -0.692 -0.530 -0.4 2.0 -0.2
C -1.121 0.452 1.693 0.0 -1.1 -1.3
C 2.065 -0.221 0.768 -0.6 -1.0 0.9
H 2.885 0.010 -1.247 0.9 -0.7 -0.3
H 2.936 -0.650 1.385 -1.7 0.2 -0.9
H 1.310 1.908 -1.910 0.6 -1.3 1.1
H -1.702 -1.140 -1.957 1.4 -0.4 1.4
H -0.233 0.538 2.246 1.0 -0.4 1.4
H 1.438 0.513 1.336 0.8 -1.1 0.1
H 3.316 1.151 0.056 0.1 0.9 -0.6
H 0.822 -1.956 0.877 -1.4 -2.4 3.2
H -0.391 2.439 -0.588 2.0 -2.0 1.2
H -2.180 2.013 -0.043 -0.3 1.6 0.5
H 1.731 -1.892 -0.425 -1.9 1.0 0.7
H -1.950 1.080 -1.429 -0.3 0.0 -3.2
H -2.897 0.485 -0.045 -0.3 -0.4 -0.3
H -1.706 -0.516 1.879 0.9 1.5 -0.1
H -1.682 1.351 1.919 -0.4 -0.2 0.2
H -1.775 -2.024 -0.451 -0.5 0.2 1.1
H -0.685 -2.551 -1.585 0.5 0.8 0.1
```
Positions in Å, forces in eV/Å.

Output
- strongest force on any atom (eV/Å) = 5.7
- total charge = +1
- gap between HOMO and LUMO (alpha / beta) (eV) = 7.6171 / 8.4354
- E_HOMO (alpha / beta) (eV) = -11.513 / -12.011
- ΔE to the lowest compared entry with this formula, charge and spin (kcal/mol) = 122.8

Results of the Löwdin charge analysis, in e, for atoms 1 through 5: -0.0301, 0.1066, -0.1704, -0.0308, -0.0650